Entry 1:
Computed, not measured: a molecular structure, C21H43CeN2P3S, with ωB97M-V/def2-TZVPD.

Structure (XYZ):
```
71
Properties=species:S:1:pos:R:3:forces:R:3
Ce 0.15518 -0.45595 0.55364 0.5 2.5 2.3
P -1.69839 1.80479 1.02239 -0.9 1.1 -0.2
P -2.22603 -1.65754 1.89867 -1.3 -0.6 0.9
P 1.78377 1.69134 -0.54948 1.1 1.2 -0.9
H -1.42928 -2.71783 -0.75865 0.4 -0.1 0.2
C -0.38379 -2.42057 -0.90042 1.7 -1.9 0.1
C 0.72351 -2.92051 -0.23520 -1.8 -0.4 -1.7
H 0.66710 -3.64005 0.59328 -0.1 0.2 -0.5
C -2.79944 1.87315 -0.44379 0.2 -0.1 0.0
C -2.90734 2.02267 2.38481 0.0 -0.3 0.3
C -1.00712 3.50563 1.05478 0.3 0.0 0.0
C -1.99002 -3.47353 1.98190 0.4 -0.1 -0.2
C -2.64007 -1.35084 3.66626 0.3 0.4 0.2
C -3.87523 -1.56702 1.09846 0.1 0.2 -0.4
C 3.19991 0.70829 -1.17828 -0.2 -0.4 0.3
C 2.76300 3.09957 0.06167 -0.2 0.0 0.7
C 1.10768 2.42491 -2.07614 -0.4 -0.3 0.0
H -0.22619 -1.66196 -1.69400 -0.1 -0.6 0.2
H 1.74103 -2.67644 -0.59240 -0.4 0.2 0.2
H -3.45157 2.75530 -0.37316 0.1 -0.3 -0.1
H -3.41219 0.96256 -0.48947 0.1 0.3 -0.1
H -2.18934 1.93893 -1.35490 -0.2 0.0 0.1
H -3.33512 3.03339 2.31254 0.1 -0.4 0.0
H -2.40903 1.92900 3.35929 -0.2 0.0 -0.2
H -3.71787 1.28677 2.32958 0.2 0.2 0.1
H -1.82654 4.20962 1.26304 0.3 -0.2 -0.2
H -0.53564 3.76971 0.10052 -0.1 -0.1 0.3
H -0.25713 3.59364 1.85363 -0.2 0.1 -0.2
H -2.95399 -3.99737 1.97780 0.2 0.1 0.0
H -1.44777 -3.72208 2.90169 -0.1 0.0 -0.2
H -1.39656 -3.80604 1.12585 -0.3 -0.3 0.2
H -3.56912 -1.86171 3.96739 0.3 0.1 -0.3
H -2.73983 -0.27947 3.87949 -0.1 -0.3 -0.1
H -1.81493 -1.73465 4.28072 -0.2 0.1 -0.1
H -4.57209 -2.28033 1.56180 0.3 0.2 -0.1
H -3.77214 -1.81708 0.03392 -0.2 0.0 0.2
H -4.28465 -0.55216 1.17627 0.0 -0.3 0.0
H 3.59348 1.20342 -2.07676 0.0 -0.3 0.2
H 2.88878 -0.31568 -1.43130 0.4 0.2 -0.2
H 3.96937 0.69195 -0.39166 -0.2 -0.1 -0.3
H 3.29603 3.54807 -0.79258 -0.2 -0.2 0.4
H 3.48587 2.71201 0.79397 -0.2 0.4 -0.1
H 2.10215 3.83546 0.53864 0.4 0.0 -0.1
H 1.93862 2.80816 -2.68377 -0.3 -0.1 0.1
H 0.41510 3.24153 -1.83333 0.2 -0.2 -0.2
H 0.59710 1.62411 -2.62651 0.0 0.5 -0.2
C 1.50375 -1.36669 -5.37602 0.2 -0.9 -1.2
C 0.97498 -0.75220 -6.52575 -0.1 -0.1 0.7
C 1.13622 -1.34626 -7.77905 0.2 0.0 0.3
C 1.86038 -2.53475 -7.89927 0.0 0.1 0.2
C 2.40173 -3.15150 -6.76397 -0.2 0.2 0.1
C 2.21982 -2.57028 -5.50507 -0.1 0.0 0.0
S 1.25381 -0.68474 -3.75971 -0.5 -0.4 0.5
H 0.44179 -1.66083 -3.22573 0.5 0.5 -0.8
H 0.40865 0.16293 -6.37831 0.0 -0.1 -0.3
H 0.69435 -0.88336 -8.66126 0.2 -0.1 0.3
H 1.99336 -2.97458 -8.88889 0.0 0.1 0.3
H 2.95431 -4.09105 -6.85255 -0.2 0.4 0.0
H 2.60205 -3.06556 -4.60776 0.0 0.2 -0.4
C 0.97749 1.94306 5.96052 -0.1 0.6 0.7
N 1.07965 0.99420 4.86011 0.3 -0.8 -0.5
C 1.84595 -0.17283 4.85140 -0.4 0.3 -0.4
C 1.66140 -0.74527 3.62856 -0.3 0.7 0.0
N 0.80314 0.05641 2.87219 -0.2 0.3 0.4
C 0.46301 1.09004 3.67398 0.7 -0.5 0.0
H 0.61274 1.46233 6.87406 0.0 -0.1 -0.3
H 1.94250 2.40254 6.20030 -0.1 -0.2 -0.3
H 0.28451 2.74363 5.69236 0.1 -0.2 0.0
H 2.43806 -0.49177 5.69244 0.0 0.1 0.1
H 2.07564 -1.64588 3.21113 0.2 -0.1 0.2
H -0.18859 1.91727 3.41610 0.2 -0.2 0.1
```
Positions in Å, forces in eV/Å.

Summary:
2S+1: 2
Relative energy (zero: lowest compared OMol25 entry of this formula, charge and spin) (kJ/mol): 22.2
Net charge: +3
Orbital gap (spin up / spin down) (eV): 4.66 / 4.71
Maximum force (eV/A): 3.459

Atomic partial charges in e from the Löwdin method, atoms 1 to 2: number 1, Ce, carries 0.874; number 2, P, carries 0.713


Entry 2:
Computed, not measured: 2 unconnected molecules or ions with the total composition C21H43ClFIN2O7P, with ωB97M-V/def2-TZVPD.

Structure (XYZ):
```
77
Properties=species:S:1:pos:R:3:forces:R:3
C 3.53265 0.10107 1.58647 -0.3 0.1 -0.3
C 2.46743 0.18521 0.47606 0.5 0.2 0.0
C 1.07365 -0.27087 0.93864 0.5 0.1 0.5
C 0.02801 0.84850 1.10049 0.7 -0.2 -0.2
O 0.74611 1.80932 1.82202 0.0 0.0 -0.1
P -0.77062 1.96203 -0.22923 -0.1 0.4 0.1
O -1.43527 0.98182 -1.35412 0.2 -0.3 0.1
Cl 0.84044 2.63926 -1.30093 0.1 -0.1 0.0
O -0.96926 0.38788 1.99347 0.0 -0.3 -0.5
C -1.55147 -0.87518 1.79252 -0.5 0.2 0.1
F -1.81343 -1.32662 3.06668 0.1 0.1 0.0
C -2.89387 -0.69797 1.10347 -0.1 0.0 0.1
C -3.86201 0.20424 1.89068 -0.2 0.2 -0.1
C -4.41518 1.43594 1.16069 -0.1 0.3 0.1
C -3.55755 2.70418 1.36815 -0.3 -0.1 0.2
C -4.76875 1.18511 -0.31707 0.0 0.3 0.3
C -0.61794 -1.99892 1.22653 0.2 -0.4 0.2
C -1.44826 -3.09630 0.57076 -0.7 -0.3 -0.4
O -2.25369 -3.65611 1.59660 0.6 0.2 0.6
N -2.84048 -4.90750 1.10830 -0.1 -0.2 -0.6
O -2.46117 -5.79546 1.72678 -0.1 -0.1 0.3
N 0.57786 -1.59740 0.37501 -0.4 0.5 0.0
C 1.73436 -2.55082 0.62617 0.3 -0.7 0.1
C 1.49429 -4.05467 0.75790 0.4 -0.2 0.0
C 1.57210 -4.92233 -0.49493 -0.3 -0.2 0.4
I 3.51849 -4.90752 -1.36304 -0.1 0.0 -0.1
C 0.18233 -1.60804 -1.07940 0.2 -0.2 -0.8
C 1.02593 -0.84198 -2.08643 0.1 -0.3 -0.5
C 2.19847 -1.60824 -2.72251 -0.2 0.9 0.1
C 2.54584 -0.98237 -4.06383 -0.1 0.3 0.1
O 2.81773 0.40706 -3.86333 0.2 -0.3 0.3
H 4.01379 -0.87292 1.61532 0.0 -0.1 0.2
H 3.08454 0.34269 2.54680 0.1 -0.1 0.2
H 4.29441 0.85275 1.40238 0.2 0.0 0.0
H 2.43662 1.22423 0.18062 -0.3 0.1 -0.1
H 2.82887 -0.34390 -0.39689 -0.1 -0.1 -0.1
H 1.22183 -0.52169 1.99210 -0.2 -0.1 0.1
H 0.12758 2.49763 2.10160 0.0 0.2 0.2
H -2.39071 1.12010 -1.33920 -0.2 0.1 -0.2
H -3.40109 -1.65044 1.01941 0.2 -0.3 -0.1
H -2.71317 -0.33627 0.09313 0.0 0.0 0.0
H -3.42561 0.53662 2.82886 0.1 -0.1 0.1
H -4.71448 -0.41445 2.16178 0.0 -0.1 0.1
H -5.35416 1.66218 1.66259 -0.1 -0.2 0.0
H -4.07127 3.38889 2.03978 0.0 0.1 0.1
H -2.61005 2.47079 1.84870 0.1 0.0 -0.2
H -3.39041 3.24898 0.44262 0.2 0.0 0.0
H -5.73385 1.63254 -0.54293 -0.1 0.0 -0.1
H -4.82877 0.13192 -0.57889 0.0 -0.1 -0.1
H -4.06628 1.70999 -0.96943 0.0 -0.1 -0.2
H -0.16010 -2.45350 2.10354 -0.1 0.2 0.2
H -2.07705 -2.73312 -0.24335 0.0 0.2 0.0
H -0.84135 -3.88861 0.14146 0.3 0.1 0.0
H 2.47743 -2.40253 -0.15250 -0.1 0.2 -0.2
H 2.21336 -2.24003 1.54864 -0.2 0.2 0.1
H 2.32056 -4.40676 1.37767 0.1 0.2 0.1
H 0.62321 -4.32155 1.35068 -0.2 0.1 0.0
H 0.80413 -4.72744 -1.23752 0.2 0.2 -0.3
H 1.43372 -5.95257 -0.18107 0.0 -0.1 0.0
H 0.19297 -2.65236 -1.38860 0.0 -0.1 0.2
H -0.84774 -1.29480 -1.18879 0.0 0.4 0.5
H 0.33984 -0.61417 -2.90426 -0.2 0.0 0.0
H 1.36794 0.12157 -1.74404 -0.1 0.2 0.1
H 3.08680 -1.47760 -2.10339 0.1 -0.5 0.1
H 1.93835 -2.65536 -2.85315 0.2 -0.2 0.0
H 3.43361 -1.44649 -4.48789 0.0 -0.2 -0.1
H 1.71101 -1.09217 -4.75713 0.0 -0.2 -0.1
H 2.27503 0.91824 -4.45708 -0.1 0.3 -0.3
C 1.89106 6.58778 -1.37438 -0.1 0.0 0.0
C 2.17091 6.63785 0.11570 0.0 -0.2 -0.1
O 1.41378 5.66421 0.83467 -0.1 0.1 0.1
H 0.82928 6.74454 -1.56645 0.0 0.0 0.0
H 2.45947 7.35140 -1.90597 0.0 0.0 0.0
H 2.16133 5.61162 -1.78569 0.1 0.0 0.0
H 1.88719 7.60445 0.52681 0.0 0.0 0.1
H 3.23773 6.48793 0.31030 0.0 0.1 0.0
H 1.65303 4.79649 0.50094 0.1 -0.1 -0.1
```
Positions in Å, forces in eV/Å.

Summary:
2S+1: 1
Net charge: +1
Orbital gap (eV): 8.90
Maximum force (eV/A): 0.935

Atomic partial charges in e from the Löwdin method, atoms 1 to 2: number 1, C, carries -0.053; number 2, C, carries -0.190


Entry 3:
Computed, not measured: a molecular structure, C21H43F8MgNO14S2, with ωB97M-V/def2-TZVPD.

Structure (XYZ):
```
90
Properties=species:S:1:pos:R:3:forces:R:3
Mg 4.84491 -4.45733 -14.94011 1.1 -1.6 0.9
C 4.72507 -5.16780 -9.27546 -0.1 1.3 0.1
F 4.81463 -6.12385 -10.15407 0.5 -1.0 -0.9
F 3.47228 -4.78629 -9.23331 -1.0 0.4 0.2
F 5.04308 -5.65066 -8.07872 0.6 0.6 -0.2
S 5.79176 -3.66654 -10.00260 2.1 -0.8 -1.2
O 6.33039 -2.80813 -8.96369 -1.7 -0.8 -0.8
O 6.81073 -4.33873 -10.77137 -0.6 -0.4 -0.1
N 4.74205 -2.97678 -11.29384 0.9 -1.2 3.0
S 4.23201 -1.72013 -10.44068 -0.1 4.3 -2.2
O 3.60835 -2.00660 -9.19873 -1.0 -0.7 0.6
O 5.20477 -0.63800 -10.43178 -0.9 -0.7 -0.3
C 2.82408 -1.00014 -11.64943 3.5 1.1 1.2
F 3.37491 -0.72401 -12.87117 0.1 0.4 0.4
F 1.91989 -1.85304 -11.87515 -2.8 -2.1 -0.2
F 2.31094 0.11935 -11.11480 0.3 -0.6 -0.5
F 6.61984 -7.29792 -15.17821 -1.1 1.8 0.0
C -1.82506 -9.69742 -3.96840 -2.0 -1.9 -1.5
C -0.40773 -9.44840 -3.76400 1.0 -0.5 -0.8
O 0.04311 -10.40325 -2.81103 0.4 1.3 -0.4
C -0.87132 -11.33190 -2.75266 -1.6 -6.9 1.4
O -0.73215 -12.47346 -2.23563 -0.4 4.8 -1.7
O -2.02690 -11.03773 -3.47379 1.5 0.8 1.3
F -0.26529 -8.21799 -3.35536 1.0 2.2 1.3
H -1.94257 -9.81657 -5.04548 -0.7 0.5 0.0
H -2.50150 -8.95418 -3.54638 0.1 -0.2 0.2
H 0.12482 -9.55469 -4.70909 0.6 -0.2 0.3
C 11.78716 4.52001 -8.51895 -2.4 -0.3 1.7
C 13.22334 4.75876 -8.60050 2.0 0.4 0.4
C 13.47332 5.35268 -9.98445 0.2 -0.2 0.0
O 12.20004 5.44914 -10.57818 1.0 2.8 -1.8
C 11.23255 4.82215 -9.88421 -1.1 -3.3 0.8
H 11.20677 5.10435 -7.80495 0.6 0.7 0.2
H 11.58359 3.53606 -8.09645 -0.1 -0.4 -0.7
H 13.70740 3.78754 -8.49803 0.5 0.3 0.1
H 13.54148 5.45427 -7.82386 0.3 -0.3 0.0
H 14.11578 4.71449 -10.59113 0.0 -0.3 -0.1
H 13.96279 6.32659 -9.98716 -0.2 0.2 0.2
H 11.11251 3.86784 -10.39705 -0.8 -0.4 -0.1
H 10.25357 5.27326 -9.72233 0.2 0.7 -0.9
C 0.85904 -14.86886 -8.25061 -0.6 -0.3 0.2
C 0.23898 -14.99045 -9.63617 0.0 1.2 0.0
C 0.83969 -13.76621 -10.28401 0.7 0.7 -0.5
O 2.19023 -13.70022 -9.80360 -0.9 1.3 -1.9
C 2.24232 -14.31339 -8.57292 1.1 -1.8 0.7
H 0.73918 -15.81215 -7.71776 0.8 0.0 0.1
H 0.34941 -14.13020 -7.63196 -0.3 0.1 -0.2
H -0.84938 -14.94318 -9.67268 0.0 -0.3 0.1
H 0.64208 -15.82899 -10.20401 -0.3 -0.3 0.3
H 0.44733 -12.79038 -9.99779 -1.0 -0.1 -0.1
H 0.84499 -13.86160 -11.36981 0.2 0.2 0.0
H 2.62709 -13.65896 -7.79075 0.0 0.1 0.0
H 2.97128 -15.07742 -8.84307 0.2 -0.7 1.4
C 4.08997 5.90839 -1.90683 -0.7 1.2 -0.5
C 4.94758 4.71452 -2.25230 0.8 -1.4 0.3
C 4.70526 4.38206 -3.70553 0.4 1.3 -1.8
O 3.59754 5.19319 -4.12917 -0.9 0.4 1.0
C 3.65634 6.41091 -3.29575 0.0 -1.4 -0.7
H 4.52648 6.74373 -1.35933 0.6 -0.2 0.0
H 3.21439 5.67545 -1.30087 -0.1 -0.4 -0.2
H 4.64254 3.79621 -1.75054 0.0 0.3 0.7
H 6.02292 4.81220 -2.10330 -0.1 0.3 0.3
H 4.68039 3.31556 -3.92927 -1.2 -0.1 0.2
H 5.46427 4.67753 -4.42989 1.0 0.4 0.5
H 2.69246 6.91939 -3.31772 -0.1 -0.3 -0.1
H 4.38127 7.08205 -3.75635 0.3 0.1 0.1
C 8.08892 -14.38847 -11.80609 2.0 -0.1 -0.6
O 7.29501 -13.29331 -12.16200 -1.2 -0.5 0.1
H 8.76533 -14.58126 -12.63881 0.3 0.2 -0.1
H 8.70947 -14.07858 -10.96526 0.0 -0.5 0.3
H 7.64033 -15.37364 -11.67853 -0.7 0.3 0.4
H 6.47398 -13.48190 -11.70163 -0.4 0.7 -0.1
C 14.09736 -4.34397 -10.83331 -0.1 -1.5 -0.4
O 13.34943 -5.43371 -11.38719 -0.5 -0.2 0.1
H 15.02276 -4.41619 -11.40472 0.1 1.1 -0.1
H 13.47277 -3.45443 -10.91521 0.8 0.4 0.1
H 14.38179 -4.59176 -9.81067 -0.3 0.3 0.3
H 12.44241 -5.14262 -11.50633 0.0 -0.2 0.1
C 10.06342 -9.89928 -1.25452 1.7 -0.4 -0.3
O 9.26810 -9.92476 -2.43934 -0.2 -0.2 1.1
H 10.12150 -8.90808 -0.80480 -0.3 -0.1 -0.3
H 9.97312 -10.64556 -0.46521 -1.7 -0.1 0.1
H 11.06579 -10.22895 -1.52781 0.6 0.7 -0.4
H 9.28407 -10.84088 -2.72579 -0.2 0.0 -0.3
C 0.18789 -6.98798 -13.83703 -0.1 -1.6 -0.2
O 0.89165 -6.12485 -14.71229 -0.1 1.0 0.0
H -0.85423 -7.18429 -14.08912 -0.1 0.4 -0.5
H 0.68476 -7.94505 -13.99592 -0.1 -0.3 0.7
H 0.15950 -6.72703 -12.77911 0.6 0.5 -0.1
H 0.28053 -5.80990 -15.38232 0.0 0.1 0.1
```
Positions in Å, forces in eV/Å.

Summary:
2S+1: 1
Orbital gap (eV): 2.78
Maximum force (eV/A): 7.236

Atomic partial charges in e from the Löwdin method, atoms 1 to 2: number 1, Mg, carries 1.401; number 2, C, carries -0.679